The following is a DFT calculation (ωB97M-V/def2-TZVPD) of a molecular structure, C40H59HgI2N8.

```
! wB97M-V def2-TZVPD RIJCOSX def2/J DEFGRID3
* xyz 0 2
Hg 0.52 -0.08 1.97
C -0.30 -4.15 -3.62
C -0.71 -3.93 -2.15
C 0.37 -3.28 -1.27
C -2.10 -3.29 -1.92
C -3.27 -4.04 -2.09
C -4.47 -3.72 -1.44
C -4.49 -2.60 -0.64
C -3.44 -1.72 -0.60
C -3.41 -0.59 0.36
C -4.70 0.30 0.20
C -3.36 -1.19 1.75
C -2.33 -1.97 -1.47
N -1.46 -0.91 -1.75
C -0.83 -0.83 -2.87
C 0.06 0.25 -3.21
N 0.69 1.07 -2.44
C 1.68 1.94 -2.92
C 1.52 3.31 -2.70
C 2.31 4.25 -3.38
C 3.33 3.76 -4.23
C 3.60 2.39 -4.28
C 2.83 1.41 -3.62
C 3.13 -0.12 -3.65
C 4.36 -0.33 -4.56
C 3.35 -0.74 -2.28
C 0.37 3.76 -1.81
C 0.72 3.25 -0.39
C 0.29 5.31 -1.80
H 0.24 -5.13 -3.73
H 0.40 -3.33 -3.96
H -1.16 -4.26 -4.23
H -0.87 -5.00 -1.81
H 0.92 -2.47 -1.73
H 1.14 -4.01 -0.95
H -0.16 -2.99 -0.34
H -3.24 -4.93 -2.72
H -5.33 -4.36 -1.53
H -5.32 -2.38 0.02
H -2.60 0.15 0.14
H -5.68 -0.24 0.28
H -4.79 0.82 -0.81
H -4.75 1.12 0.94
H -4.24 -1.80 2.03
H -3.15 -0.43 2.48
H -2.45 -1.86 1.95
H -0.96 -1.54 -3.76
H 0.24 0.34 -4.29
H 2.07 5.24 -3.09
H 3.93 4.40 -4.82
H 4.43 2.08 -4.85
H 2.25 -0.48 -4.18
H 5.21 0.07 -4.03
H 4.29 0.15 -5.51
H 4.49 -1.38 -4.73
H 4.05 -0.10 -1.73
H 3.86 -1.73 -2.42
H 2.48 -0.84 -1.68
H -0.57 3.32 -2.23
H 0.94 4.08 0.25
H 1.62 2.62 -0.33
H -0.11 2.65 0.00
H 0.35 5.69 -2.82
H 1.13 5.66 -1.21
H -0.65 5.73 -1.36
N -6.81 4.62 -0.24
N -6.79 3.38 0.48
H -7.55 4.66 -0.93
H -5.89 4.74 -0.74
H -5.92 2.83 0.35
H -7.59 2.81 0.17
I -1.22 1.96 3.27
C -2.73 5.97 -0.91
C -3.76 6.10 -0.01
C -4.69 7.15 -0.24
C -4.47 7.93 -1.40
C -3.39 7.66 -2.27
N -2.48 6.66 -1.97
H -3.77 5.51 0.88
H -5.51 7.33 0.46
H -5.03 8.87 -1.57
H -3.19 8.17 -3.22
I 4.02 2.35 6.75
C 4.16 1.45 4.88
C 5.37 0.88 4.47
C 5.41 0.36 3.17
C 4.33 0.50 2.32
N 3.21 1.20 2.68
C 3.09 1.55 3.95
H 6.21 0.97 5.17
H 6.27 -0.18 2.86
H 4.37 0.16 1.30
H 2.18 2.03 4.28
N 1.46 -6.33 6.17
C 1.08 -5.17 5.23
C 2.32 -4.58 4.65
N 3.34 -5.49 4.22
C 3.67 -6.52 5.13
C 2.48 -7.31 5.56
H 0.63 -6.82 6.40
H 1.91 -5.91 7.02
H 0.64 -4.44 5.85
H 0.32 -5.50 4.43
H 2.72 -3.89 5.41
H 2.02 -3.93 3.82
H 4.12 -4.97 3.85
H 4.06 -6.10 6.09
H 4.43 -7.13 4.75
H 2.72 -8.04 6.35
H 1.97 -7.87 4.75
*
```

Calculated values
strongest force on any atom: 3.59 eV/A
DFT total energy: -2746.090367 hartree
HOMO: -4.91 eV
⟨S²⟩: 0.757
gap between HOMO and LUMO: 3.3 eV

Mulliken atomic charge list, values in e, 5 entries: atom 1 (Hg): 0.00, atom 2 (C): -1.32, atom 3 (C): 0.81, atom 4 (C): -1.21, atom 5 (C): -0.22